Record 1
{
  "formula": "C13H38IN3O7P",
  "method": "ωB97M-V with the def2-TZVPD basis set",
  "species": ["N", "C", "N", "C", "O", "C", "N", "P", "O", "I", "H", "H", "H", "H", "H", "H", "H", "H", "C", "C", "O", "H", "H", "H", "H", "H", "H", "C", "C", "O", "H", "H", "H", "H", "H", "H", "C", "C", "O", "H", "H", "H", "H", "H", "H", "C", "C", "O", "H", "H", "H", "H", "H", "H", "C", "C", "O", "H", "H", "H", "H", "H", "H"],
  "positions_angstrom": [[0.8489, 1.1000, -2.0153], [0.4624, -0.0054, -2.7848], [-0.1509, 0.3343, -4.1320], [-0.7860, -0.9453, -4.6253], [0.1303, -2.0835, -4.7614], [0.8578, -2.3894, -3.5266], [0.6667, -1.4384, -2.3819], [-0.4244, -2.0133, -1.1131], [-1.5823, -3.0810, -1.9359], [-1.8114, -0.2477, -0.1138], [0.0569, 1.7427, -1.7437], [1.8481, 1.2553, -1.6991], [0.5527, 0.6742, -4.8218], [-1.1857, -0.7068, -5.7248], [-1.7514, -1.1927, -3.9861], [2.0180, -2.3531, -3.8077], [0.6622, -3.5103, -3.2106], [-2.3055, -2.4609, -2.2874], [0.1987, -5.3585, 1.5077], [0.7284, -4.2865, 2.4373], [0.3061, -3.0060, 1.9918], [0.5536, -5.1910, 0.4855], [0.5192, -6.3516, 1.8347], [-0.8954, -5.3348, 1.4727], [1.8223, -4.2991, 2.4524], [0.3674, -4.4395, 3.4590], [-0.6665, -3.0023, 1.9901], [-5.3584, 0.0064, 3.8364], [-4.1659, -0.5742, 3.1052], [-4.0398, -1.9568, 3.4036], [-5.2486, -0.1264, 4.9178], [-5.4669, 1.0730, 3.6206], [-6.2799, -0.5080, 3.5446], [-3.2447, -0.0725, 3.4161], [-4.2742, -0.4571, 2.0225], [-4.8594, -2.3946, 3.1160], [3.9318, 4.3639, -4.1832], [3.3628, 3.0132, -3.8015], [2.7989, 3.0746, -2.4997], [4.6987, 4.6749, -3.4662], [4.3745, 4.3323, -5.1827], [3.1512, 5.1316, -4.1674], [4.1500, 2.2534, -3.7970], [2.5860, 2.7010, -4.5063], [2.0953, 3.7459, -2.5164], [4.6710, -0.5234, -2.1176], [5.2191, -0.0682, -0.7810], [5.3216, 1.3479, -0.7555], [5.3197, -0.1884, -2.9337], [4.5901, -1.6134, -2.1552], [3.6821, -0.0899, -2.2987], [6.2165, -0.4857, -0.6139], [4.5692, -0.3881, 0.0393], [4.4294, 1.7089, -0.8963], [-3.2272, 2.7912, 6.3289], [-3.6768, 4.0545, 5.6246], [-4.6679, 3.7436, 4.6563], [-2.8229, 2.0723, 5.6087], [-2.4597, 3.0130, 7.0757], [-4.0720, 2.3031, 6.8257], [-2.8342, 4.5271, 5.1111], [-4.0944, 4.7733, 6.3363], [-5.4152, 3.3322, 5.1235]],
  "forces_ev_per_a": [[-1.0, -2.3, -1.0], [0.7, 0.4, -1.7], [1.3, -3.8, 3.5], [-1.7, 0.0, -2.0], [-0.6, 1.7, 2.0], [2.1, -1.4, -1.1], [-1.2, 4.9, -3.0], [-1.0, -3.6, 1.2], [0.3, 4.0, 0.2], [0.0, 0.1, -0.6], [1.6, -0.5, -0.9], [-1.8, -0.4, 0.0], [-0.5, 0.1, 1.0], [1.0, -0.8, 2.5], [2.2, 0.5, -1.0], [-2.5, 0.1, 0.6], [0.0, 2.5, -0.3], [1.0, -1.6, 0.5], [0.0, -0.2, -0.1], [-0.3, -0.2, 0.0], [-0.3, 0.5, -0.1], [0.1, 0.0, 0.1], [-0.1, 0.1, -0.1], [0.1, -0.1, 0.1], [-0.2, 0.2, 0.0], [0.1, -0.1, 0.0], [0.5, 0.0, 0.2], [-0.1, 0.2, 0.1], [-0.4, -0.1, 0.2], [0.0, -0.4, -0.2], [0.1, 0.0, -0.2], [0.0, -0.1, 0.0], [0.1, 0.1, -0.1], [0.0, -0.2, 0.0], [0.0, 0.2, -0.1], [0.4, 0.2, 0.2], [0.2, 0.1, -0.1], [0.2, 0.3, -0.3], [-0.4, -0.2, 0.6], [-0.1, -0.2, -0.1], [-0.1, 0.1, 0.1], [0.0, -0.1, -0.1], [-0.2, 0.1, 0.2], [0.0, 0.0, -0.2], [0.5, -0.2, 0.1], [0.2, -0.3, -0.2], [-0.2, 0.2, 0.0], [-0.2, 0.2, 0.0], [0.0, -0.1, 0.1], [-0.1, 0.1, -0.1], [-0.1, 0.0, 0.0], [-0.1, 0.2, 0.0], [0.1, -0.2, 0.0], [0.5, 0.0, 0.1], [0.2, -0.1, 0.1], [-0.2, -0.2, 0.2], [-0.4, -0.1, -0.2], [0.0, 0.1, 0.1], [-0.1, -0.1, 0.0], [0.1, 0.1, 0.1], [-0.2, 0.0, -0.1], [0.2, 0.1, 0.1], [0.4, 0.3, -0.3]],
  "lowdin_charge": [0.146, -0.255, 0.101, -0.182, -0.123, -0.205, -0.252, 0.604, -0.395, 0.530, 0.113, 0.124, 0.151, 0.174, 0.140, 0.164, 0.156, 0.041, -0.095, -0.321, -0.147, 0.066, 0.078, 0.075, 0.115, 0.113, 0.067, -0.086, -0.354, -0.092, 0.082, 0.067, 0.077, 0.107, 0.064, 0.091, -0.074, -0.318, -0.120, 0.089, 0.085, 0.080, 0.111, 0.100, 0.100, -0.094, -0.313, -0.079, 0.084, 0.076, 0.036, 0.122, 0.111, 0.062, -0.095, -0.328, -0.101, 0.068, 0.076, 0.074, 0.113, 0.110, 0.084],
  "lumo_ev": -5.23,
  "total_charge": 1,
  "orbital_gap_ev": 6.65,
  "e_homo_ha": -0.4366,
  "e_tot_ev": -50279.3537,
  "mol_weight_g_mol": 506.3,
  "multiplicity": 1
}

=====

Record 2
{
  "formula": "C3H2IO3",
  "method": "ωB97M-V with the def2-TZVPD basis set",
  "species": ["O", "C", "O", "C", "I", "C", "O", "H", "H"],
  "positions_angstrom": [[-1.6058, 2.0242, 0.2790], [-0.5603, 1.6757, -0.2737], [0.3889, 2.3151, -0.7226], [-0.2301, 0.1126, -0.3213], [-1.9317, -1.2004, -0.5791], [0.8561, -0.5078, 0.1396], [0.9902, -1.9514, 0.3898], [1.8718, -0.1647, 0.3333], [0.2208, -2.3033, 0.7550]],
  "forces_ev_per_a": [[-0.2, -0.5, -0.2], [0.5, -0.6, 0.4], [0.6, 0.6, -0.4], [-0.7, -0.4, 0.9], [0.3, 0.4, 0.0], [0.4, -2.6, 0.2], [2.1, 2.9, -1.3], [-0.6, 0.9, -0.2], [-2.4, -0.6, 0.7]],
  "lowdin_charge": [-0.078, -0.824, -0.048, -0.522, 0.753, -0.221, -0.133, 0.114, -0.041],
  "lumo_ev": 2.92,
  "total_charge": -1,
  "smiles": "O=C([O-])/C(I)=C/O",
  "orbital_gap_ev": 7.54,
  "e_homo_ha": -0.1699,
  "e_tot_ev": -17387.2050,
  "mol_weight_g_mol": 213.0,
  "multiplicity": 1
}

=====

Record 3
{
  "formula": "C6H10NO",
  "method": "ωB97M-V with the def2-TZVPD basis set",
  "species": ["C", "C", "C", "C", "C", "C", "N", "O", "H", "H", "H", "H", "H", "H", "H", "H", "H", "H"],
  "positions_angstrom": [[1.7454, -0.1446, -2.1237], [1.4391, -0.1867, -0.8793], [2.0835, -1.3829, -3.0262], [-0.6116, 0.5677, 2.7901], [-1.6196, 1.0148, 1.8201], [-2.8480, 1.1092, 1.1108], [-0.4983, 1.6343, 1.7307], [1.0488, 0.1068, 0.1715], [1.8626, 0.8614, -2.5872], [3.0081, -1.3056, -3.5571], [2.3219, -2.1172, -2.3215], [-0.7753, 0.8586, 3.8474], [0.2192, -0.2352, 2.5076], [-3.6810, 0.5723, 1.5548], [-2.7281, 0.5168, 0.1898], [-3.2687, 2.0550, 0.8423], [0.1293, 1.8689, 0.9611], [1.2543, -1.6590, -3.7091]],
  "forces_ev_per_a": [[1.2, -1.0, -3.2], [-0.1, 1.6, -1.2], [-1.1, 1.4, 0.6], [2.4, -1.3, -0.4], [2.0, 1.7, -0.4], [-2.0, -2.2, -0.8], [-1.7, -0.6, 0.8], [-0.4, -0.5, 2.1], [-0.2, -0.7, 0.8], [0.4, 0.7, -0.6], [-0.2, -1.8, 0.8], [0.6, 0.1, -0.8], [-2.6, 1.0, 1.0], [0.1, -0.1, 0.6], [0.3, 0.3, -0.2], [0.7, 1.0, -0.1], [0.0, 0.3, 0.5], [0.6, 0.1, 0.6]],
  "lowdin_charge": [-0.103, -0.209, -0.062, 0.053, -0.170, 0.033, 0.193, 0.116, 0.138, 0.065, 0.045, 0.130, 0.164, 0.107, 0.133, 0.111, 0.167, 0.089],
  "lumo_ev": -5.01,
  "total_charge": 1,
  "orbital_gap_ev": 7.37,
  "e_homo_ha": -0.4547,
  "e_tot_ev": -9910.6091,
  "mol_weight_g_mol": 112.2,
  "multiplicity": 1
}

=====

Record 4
{
  "formula": "C3H4FNO2",
  "method": "ωB97M-V with the def2-TZVPD basis set",
  "species": ["H", "N", "C", "F", "O", "C", "C", "O", "H", "H", "H"],
  "positions_angstrom": [[0.4217, -1.6307, -2.7966], [-0.2222, -0.8442, -2.4431], [0.1425, -0.3181, -1.3850], [1.4342, -0.3174, -0.8359], [-0.6498, 0.4980, -0.6711], [-0.3332, 0.8992, 0.6996], [-0.0540, -0.2925, 1.5939], [-0.0194, -1.4577, 1.4114], [-1.1574, 1.5725, 1.1075], [0.3374, 1.7178, 0.7360], [0.1003, 0.1731, 2.5832]],
  "forces_ev_per_a": [[-1.0, 2.1, 0.6], [1.0, -2.3, -0.4], [1.1, 1.1, 1.1], [-1.3, -0.4, -0.6], [-0.2, 0.5, 0.6], [-1.7, -0.8, -1.7], [0.0, 2.8, 1.3], [-0.1, -0.8, -0.9], [-0.1, -1.8, -0.6], [2.1, 0.1, -0.2], [0.2, -0.4, 0.7]],
  "lowdin_charge": [0.118, 0.175, -0.501, 0.047, 0.004, -0.094, -0.258, 0.119, 0.158, 0.111, 0.121],
  "lumo_ev": 0.68,
  "smiles": "[H]/N=C(\\F)OCC=O",
  "orbital_gap_ev": 11.00,
  "e_homo_ha": -0.3791,
  "e_tot_ev": -11476.6195,
  "mol_weight_g_mol": 105.1,
  "multiplicity": 1
}

=====

Record 5
{
  "formula": "CHClO4S2",
  "method": "ωB97M-V with the def2-TZVPD basis set",
  "species": ["C", "O", "O", "O", "O", "S", "S", "Cl", "H"],
  "positions_angstrom": [[-0.0715, -0.9755, 1.9018], [0.3057, -1.4344, 0.8479], [1.8773, 0.5148, 0.8116], [0.3003, 0.0188, -1.2655], [-1.8460, 0.0167, -2.3917], [1.5385, -0.3957, -0.2533], [-1.3308, 0.1567, -1.0305], [-1.3027, 2.1795, -0.8082], [0.5291, -0.0808, 2.1879]],
  "forces_ev_per_a": [[0.1, 0.4, 1.1], [-1.0, -1.8, -1.4], [-0.2, 1.0, -0.3], [0.9, 0.0, 0.2], [0.4, -0.4, 1.8], [0.5, -0.4, 0.2], [-0.9, 0.2, -2.3], [0.0, 0.5, 0.5], [0.2, 0.5, 0.2]],
  "lowdin_charge": [-0.024, -0.297, -0.449, -0.706, -0.465, 1.018, 0.582, 0.306, 0.035],
  "lumo_ev": -0.88,
  "orbital_gap_ev": 8.05,
  "e_homo_ha": -0.3282,
  "e_tot_ev": -43431.3576,
  "mol_weight_g_mol": 176.6,
  "multiplicity": 1
}

=====

Record 6
{
  "formula": "C7H14",
  "method": "ωB97M-V with the def2-TZVPD basis set",
  "species": ["C", "C", "C", "C", "C", "C", "C", "H", "H", "H", "H", "H", "H", "H", "H", "H", "H", "H", "H", "H", "H"],
  "positions_angstrom": [[2.5971, -0.1581, -0.2376], [1.3697, -0.4274, -0.6761], [0.1294, -0.1995, 0.1284], [0.1306, 1.0199, 1.0477], [-0.4481, -1.5303, 0.5770], [-1.1851, -0.7102, -0.4336], [-2.5069, -0.1276, 0.0157], [2.7553, 0.3119, 0.7317], [3.4818, -0.4106, -0.8135], [1.2348, -0.9382, -1.6328], [0.9216, 1.7157, 0.7516], [0.2912, 0.7596, 2.0992], [-0.8098, 1.5767, 0.9788], [0.0789, -2.4210, 0.2436], [-0.8578, -1.5922, 1.5835], [-1.1630, -1.0521, -1.4698], [-2.4667, 0.1400, 1.0775], [-2.8037, 0.7651, -0.5465], [-3.2937, -0.8831, -0.0917], [1.5211, 1.9407, -1.6906], [1.0210, 2.4407, -1.9179]],
  "forces_ev_per_a": [[-0.1, 0.0, -0.1], [0.1, -0.1, 0.1], [0.1, 0.1, 0.0], [0.0, 0.0, 0.1], [0.0, -0.2, 0.1], [-0.1, 0.0, -0.1], [0.0, 0.0, 0.0], [0.0, 0.0, -0.2], [-0.1, 0.0, 0.0], [0.0, 0.1, 0.1], [-0.1, -0.1, 0.0], [0.0, 0.0, -0.1], [0.1, -0.1, 0.1], [-0.1, 0.1, 0.1], [0.0, 0.0, -0.2], [0.0, 0.0, 0.2], [0.0, 0.0, -0.2], [0.1, -0.1, 0.0], [0.1, 0.2, 0.0], [0.0, 0.1, 0.0], [0.0, 0.1, 0.0]],
  "lowdin_charge": [-0.011, -0.177, -0.441, -0.040, -0.065, -0.285, -0.078, 0.062, 0.054, 0.113, 0.059, 0.085, 0.071, 0.107, 0.113, 0.134, 0.074, 0.079, 0.079, 0.020, 0.048],
  "lumo_ev": 1.13,
  "smiles": "C=C[C@]1(C)C[C@H]1C.[H][H]",
  "orbital_gap_ev": 10.10,
  "e_homo_ha": -0.3296,
  "e_tot_ev": -7483.7577,
  "mol_weight_g_mol": 98.2,
  "multiplicity": 1
}

=====

Record 7
{
  "formula": "C8H16N2O4",
  "method": "ωB97M-V with the def2-TZVPD basis set",
  "species": ["O", "C", "O", "C", "C", "C", "C", "N", "H", "H", "H", "H", "H", "H", "H", "H", "H", "C", "C", "N", "C", "O", "O", "H", "H", "H", "H", "H", "H", "H"],
  "positions_angstrom": [[-0.4856, -3.5278, -2.3582], [0.1402, -2.8407, -1.5896], [0.8988, -1.8122, -1.9669], [0.1204, -3.0808, -0.0688], [-1.3081, -2.9556, 0.4820], [-1.3639, -1.4915, 0.9256], [0.0279, -1.2785, 1.5190], [0.9125, -2.0425, 0.6187], [1.2503, -1.4482, -1.1183], [0.5300, -4.0842, 0.0921], [-1.4347, -3.6160, 1.3475], [-2.0519, -3.2290, -0.2701], [-1.5080, -0.8365, 0.0585], [-2.1607, -1.2847, 1.6440], [0.0637, -1.6724, 2.5454], [0.3257, -0.2272, 1.5490], [1.7057, -2.4347, 1.1118], [-0.4283, 3.9567, 1.8407], [-0.5557, 3.0025, 0.6559], [-0.6836, 1.6313, 1.1157], [0.5729, 3.2787, -0.3382], [0.9152, 4.3781, -0.7040], [1.1536, 2.1533, -0.8071], [-1.3016, 3.8520, 2.4897], [0.4676, 3.7200, 2.4298], [-0.3436, 4.9896, 1.4949], [-1.4754, 3.2587, 0.1116], [-0.7417, 1.0009, 0.3213], [0.1555, 1.3640, 1.6230], [1.8274, 2.4510, -1.4403]],
  "forces_ev_per_a": [[0.3, 0.3, 0.3], [-0.3, -0.3, -0.1], [0.0, 0.0, 0.0], [0.0, -0.1, -0.1], [0.0, 0.0, 0.0], [0.0, 0.0, 0.1], [0.0, 0.0, 0.2], [0.1, -0.1, 0.1], [0.0, 0.0, 0.0], [-0.1, 0.1, -0.1], [0.0, 0.1, -0.1], [0.1, 0.0, 0.1], [0.0, -0.2, 0.1], [0.1, 0.0, -0.1], [0.0, 0.0, -0.1], [0.0, -0.8, 0.0], [-0.1, 0.1, -0.1], [0.0, 0.1, 0.1], [-0.1, 0.3, 0.0], [0.1, 0.3, -0.2], [0.1, 0.4, -0.1], [-0.2, -0.5, 0.2], [0.1, 0.1, 0.0], [0.1, 0.0, -0.1], [-0.1, 0.0, -0.1], [0.0, -0.2, 0.1], [0.1, 0.0, 0.0], [0.0, 0.2, 0.1], [-0.2, 0.4, 0.0], [-0.1, -0.1, 0.0]],
  "lowdin_charge": [0.100, -0.504, 0.106, -0.234, -0.122, -0.166, -0.191, -0.031, 0.094, 0.157, 0.119, 0.120, 0.107, 0.119, 0.124, 0.068, 0.123, -0.049, -0.360, 0.045, -0.486, 0.103, 0.099, 0.082, 0.088, 0.082, 0.157, 0.056, 0.062, 0.131],
  "lumo_ev": 0.45,
  "smiles": "O=C(O)[C@@H]1CCCN1.C[C@H](N)C(=O)O",
  "orbital_gap_ev": 10.07,
  "e_homo_ha": -0.3533,
  "e_tot_ev": -19726.5318,
  "mol_weight_g_mol": 204.2,
  "multiplicity": 1
}

=====

Record 8
{
  "formula": "C2H2CsFNaO2",
  "method": "ωB97M-V with the def2-TZVPD basis set",
  "species": ["H", "O", "C", "C", "O", "Na", "Cs", "F", "H"],
  "positions_angstrom": [[-1.8314, 0.2384, 1.1269], [-0.7354, 1.8341, 0.2456], [-1.1857, 0.6487, 0.2863], [-0.1779, -0.4992, 0.1672], [0.9874, -0.2992, -0.1785], [1.2991, 2.1999, -0.3916], [4.1606, -2.8942, -0.8713], [-2.0309, 0.2698, -0.9143], [-0.4860, -1.4984, 0.5298]],
  "forces_ev_per_a": [[0.0, 1.2, -0.4], [0.2, 0.1, 0.1], [-0.8, -1.5, 0.1], [1.4, 0.7, -0.2], [-0.3, -0.4, 0.1], [-0.6, -0.2, 0.1], [-0.2, 0.0, 0.0], [0.4, 0.1, 0.5], [-0.1, 0.1, -0.3]],
  "lowdin_charge": [0.146, -0.164, -0.545, -0.148, -0.048, 0.768, 0.979, -0.117, 0.129],
  "lumo_ev": -4.16,
  "total_charge": 1,
  "orbital_gap_ev": 6.83,
  "e_homo_ha": -0.4041,
  "e_tot_ev": -13877.6633,
  "mol_weight_g_mol": 232.9,
  "multiplicity": 1
}